A 2-piece molecular cluster, C2ClF3O3S overall, computed with wB97M-V/def2-TZVPD.

Each line ends with the natural charge from an NBO analysis.
CARTESIAN COORDINATES (ANGSTROEM)
C (-0.49, -0.60, -0.94)  0.414
C (-1.60, -0.46, 0.06)  0.893
O (0.61, -0.96, -0.66)  -0.453
O (3.95, 1.30, 1.43)  -0.822
O (1.73, 1.68, 0.44)  -0.836
F (-1.11, -0.34, 1.31)  -0.293
F (-2.41, 0.55, -0.12)  -0.290
F (-2.36, -1.55, -0.17)  -0.308
S (2.61, 0.84, 1.22)  1.660
Cl (-0.93, -0.47, -2.58)  0.035

Strongest force on any atom   2.02 eV/A
2S+1   1
Charge   0
Frontier orbital gap   10.763 eV
Energy relative to the best compared isomer or geometry (same formula, charge and spin)   0.00 kJ/mol
HOMO level   -0.436 Ha


A 2-piece molecular cluster, C21H25F2OSi overall, computed with wB97M-V/def2-TZVPD.

Each line ends with the natural charge from an NBO analysis.
CARTESIAN COORDINATES (ANGSTROEM)
C (0.83, -4.16, -1.19)  -1.142
Si (-0.24, -3.41, 0.12)  1.873
C (-1.12, -1.81, -0.26)  -1.144
C (-1.25, -4.66, 1.06)  -1.142
O (1.03, -3.06, 1.25)  -0.825
C (1.34, -1.99, 1.93)  0.418
C (1.71, -0.74, 1.49)  -0.390
C (2.70, -0.23, 2.48)  -0.416
C (2.14, -0.79, 3.81)  -0.384
C (1.56, -2.16, 3.41)  -0.474
H (0.33, -4.25, -2.16)  0.238
H (1.73, -3.55, -1.33)  0.249
H (1.16, -5.16, -0.89)  0.261
H (-1.94, -1.97, -0.97)  0.254
H (-1.56, -1.40, 0.67)  0.240
H (-0.44, -1.05, -0.67)  0.217
H (-2.22, -4.85, 0.59)  0.242
H (-0.73, -5.62, 1.14)  0.259
H (-1.45, -4.31, 2.08)  0.251
H (1.53, -0.33, 0.51)  0.169
H (3.69, -0.69, 2.28)  0.195
H (2.87, 0.85, 2.45)  0.201
H (2.90, -0.89, 4.59)  0.217
H (1.35, -0.13, 4.21)  0.200
H (0.59, -2.35, 3.90)  0.219
H (2.22, -3.01, 3.64)  0.224
F (2.32, 2.57, -5.61)  -0.297
C (1.56, 2.34, -4.49)  0.486
C (1.65, 1.08, -3.88)  -0.281
C (1.05, 0.91, -2.65)  -0.099
C (0.41, 2.00, -1.97)  -0.193
C (-0.22, 1.83, -0.68)  0.185
C (-1.47, 2.39, -0.24)  -0.186
C (-2.24, 1.76, 0.80)  -0.073
C (-3.36, 2.37, 1.36)  -0.281
C (-3.70, 3.64, 0.91)  0.510
F (-4.63, 4.36, 1.62)  -0.288
C (-3.06, 4.27, -0.15)  -0.294
C (-2.05, 3.58, -0.81)  -0.069
C (0.43, 3.28, -2.60)  -0.109
C (0.90, 3.43, -3.91)  -0.279
H (2.22, 0.27, -4.34)  0.267
H (1.05, -0.07, -2.17)  0.237
H (0.31, 1.21, 0.04)  0.246
H (-1.93, 0.77, 1.14)  0.245
H (-3.90, 1.89, 2.17)  0.265
H (-3.31, 5.29, -0.44)  0.266
H (-1.70, 3.98, -1.77)  0.237
H (0.12, 4.17, -2.04)  0.230
H (0.84, 4.39, -4.41)  0.262

Strongest force on any atom   2.33 eV/A
2S+1   1
Charge   +1
Frontier orbital gap   4.133 eV
Energy relative to the best compared isomer or geometry (same formula, charge and spin)   96.65 kJ/mol
HOMO level   -0.378 Ha


C26H31ClGeN6O8SW as an isolated structure, computed with wB97M-V/def2-TZVPD.

Each line ends with the Löwdin spin population.
CARTESIAN COORDINATES (ANGSTROEM)
W (0.25, 1.12, -0.88)  0.867
N (-5.15, -3.42, 1.52)  0.000
C (-4.61, -2.27, 1.00)  0.000
C (-3.67, -1.54, 1.72)  0.000
C (-3.14, -0.38, 1.20)  0.001
C (-3.55, 0.07, -0.04)  0.001
C (-4.50, -0.64, -0.78)  0.000
C (-5.02, -1.80, -0.26)  0.000
S (-2.71, 1.40, -0.78)  0.003
O (-3.62, 2.29, -1.43)  0.000
O (-1.77, 1.93, 0.21)  0.008
N (-1.67, 0.63, -1.79)  0.003
C (-1.33, 1.05, -3.07)  0.017
N (0.00, 1.15, -3.08)  0.008
C (0.62, 1.49, -4.20)  0.015
C (-0.14, 1.73, -5.34)  -0.001
C (-1.52, 1.61, -5.21)  0.020
N (-2.14, 1.26, -4.09)  -0.003
H (-4.68, -3.87, 2.29)  0.000
H (-5.64, -4.04, 0.90)  0.000
H (-3.34, -1.90, 2.70)  0.000
H (-2.40, 0.18, 1.76)  0.000
H (-4.80, -0.29, -1.75)  0.000
H (-5.76, -2.36, -0.82)  0.000
H (1.69, 1.59, -4.17)  0.001
H (0.33, 2.01, -6.27)  0.000
H (-2.16, 1.81, -6.06)  0.001
O (0.25, -1.29, 5.79)  0.001
C (0.25, 0.10, 5.51)  0.005
C (0.35, 0.33, 4.04)  0.050
C (0.51, 1.65, 3.55)  0.093
C (0.53, 1.86, 2.21)  0.012
N (0.44, 0.88, 1.29)  0.139
C (0.31, -0.42, 1.74)  0.108
C (0.25, -0.69, 3.14)  0.045
C (0.15, -1.41, 0.75)  0.126
C (0.08, -2.81, 1.01)  0.037
C (-0.09, -3.70, 0.00)  0.057
C (-0.14, -5.18, 0.27)  0.005
O (0.72, -5.61, 1.31)  0.003
C (-0.19, -3.21, -1.33)  0.095
C (-0.11, -1.86, -1.54)  0.020
N (0.05, -0.97, -0.54)  0.164
H (0.24, -1.42, 6.74)  0.000
H (1.08, 0.60, 6.01)  0.001
H (-0.68, 0.56, 5.88)  0.001
H (0.59, 2.49, 4.23)  0.007
H (0.61, 2.87, 1.82)  -0.001
H (0.11, -1.70, 3.48)  0.001
H (0.20, -3.17, 2.03)  0.000
H (0.06, -5.73, -0.66)  0.001
H (-1.15, -5.47, 0.59)  0.002
H (1.60, -5.27, 1.12)  0.000
H (-0.32, -3.88, -2.17)  0.008
H (-0.17, -1.46, -2.54)  0.001
O (0.47, 5.39, -1.10)  0.008
Cl (0.55, 4.04, -1.51)  0.008
O (1.53, 3.83, -2.53)  0.005
O (-0.75, 3.52, -1.90)  0.019
O (0.90, 3.16, -0.31)  0.020
C (4.81, 0.37, 0.37)  0.000
Ge (3.73, 1.64, -0.66)  0.002
C (3.72, 3.27, 0.39)  0.002
C (4.65, 2.01, -2.34)  0.000
C (2.09, 0.67, -1.18)  0.009
H (5.77, 0.82, 0.62)  0.000
H (4.98, -0.55, -0.20)  0.000
H (4.29, 0.11, 1.29)  0.000
H (4.76, 3.43, 0.70)  0.000
H (3.10, 3.19, 1.28)  0.000
H (3.39, 4.13, -0.19)  0.000
H (5.66, 2.39, -2.15)  0.000
H (4.10, 2.76, -2.91)  0.000
H (4.73, 1.11, -2.95)  0.000
H (2.41, -0.19, -1.78)  0.005

Strongest force on any atom   2.88 eV/A
2S+1   3
Charge   0
Frontier orbital gap (alpha / beta)   5.268 / 7.522 eV
Energy relative to the best compared isomer or geometry (same formula, charge and spin)   89.31 kJ/mol
HOMO level (alpha / beta)   -0.196 / -0.294 Ha
<S²>   2.023


A 6-piece molecular cluster, C24H46N7O9 overall, computed with wB97M-V/def2-TZVPD.

Each line ends with the Mulliken charge.
CARTESIAN COORDINATES (ANGSTROEM)
N (1.20, 1.06, 1.17)  -0.663
C (0.29, 0.21, 1.40)  0.030
C (-1.07, 0.48, 0.80)  -0.278
O (-1.95, -0.65, 0.92)  -0.439
C (-1.67, -1.77, 0.25)  0.011
O (-1.99, -2.85, 0.63)  -0.449
C (-0.96, -1.62, -1.08)  0.532
C (0.25, -2.29, -1.28)  -0.653
C (0.86, -2.17, -2.51)  0.101
N (0.31, -1.44, -3.49)  0.178
C (1.01, -1.26, -4.79)  -0.557
O (1.31, 0.07, -4.97)  -0.169
O (2.33, 0.35, -4.00)  -0.387
C (-0.86, -0.80, -3.32)  -0.188
C (-1.52, -0.87, -2.12)  -0.427
H (2.05, 0.81, 1.67)  0.359
H (0.46, -0.67, 2.03)  0.537
H (-1.55, 1.29, 1.35)  0.470
H (-0.94, 0.82, -0.22)  -0.088
H (0.69, -2.88, -0.49)  0.712
H (1.80, -2.65, -2.73)  0.179
H (0.35, -1.55, -5.60)  0.350
H (1.91, -1.88, -4.75)  0.294
H (1.84, 1.01, -3.43)  0.545
H (-1.22, -0.21, -4.15)  0.425
H (-2.46, -0.35, -1.98)  0.647
C (0.94, 3.92, -4.60)  -1.490
C (0.22, 3.19, -3.50)  0.855
O (0.65, 2.13, -3.03)  -0.687
N (-0.91, 3.73, -3.03)  -0.063
C (-1.58, 4.96, -3.44)  -0.786
H (1.83, 3.35, -4.86)  0.279
H (0.31, 4.02, -5.48)  0.392
H (1.24, 4.92, -4.28)  0.419
H (-1.33, 3.21, -2.27)  0.143
H (-1.65, 5.65, -2.60)  0.229
H (-2.59, 4.73, -3.79)  0.282
H (-1.03, 5.43, -4.25)  0.351
C (0.82, 1.18, 5.35)  -1.437
C (1.75, 0.11, 4.82)  0.832
O (2.32, 0.25, 3.75)  -0.660
N (1.93, -0.99, 5.58)  -0.127
C (1.34, -1.32, 6.86)  -0.865
H (0.78, 1.99, 4.63)  0.309
H (-0.19, 0.78, 5.49)  0.377
H (1.17, 1.56, 6.31)  0.444
H (2.57, -1.66, 5.17)  0.208
H (2.12, -1.45, 7.62)  0.299
H (0.76, -2.24, 6.80)  0.294
H (0.68, -0.52, 7.19)  0.320
C (-2.11, 6.46, 1.18)  -1.191
C (-2.47, 7.33, 0.00)  0.796
O (-2.71, 6.86, -1.11)  -0.689
N (-2.53, 8.67, 0.21)  -0.172
C (-2.28, 9.40, 1.44)  -0.826
H (-2.11, 5.42, 0.84)  0.186
H (-1.12, 6.70, 1.56)  0.377
H (-2.84, 6.57, 1.98)  0.367
H (-2.77, 9.19, -0.61)  0.238
H (-3.17, 9.96, 1.73)  0.288
H (-1.46, 10.10, 1.31)  0.287
H (-2.03, 8.71, 2.24)  0.312
C (4.53, -3.56, 1.55)  -1.411
C (3.77, -3.69, 0.25)  0.845
O (2.57, -3.94, 0.23)  -0.661
N (4.48, -3.53, -0.90)  -0.076
C (5.89, -3.22, -1.05)  -0.886
H (3.82, -3.73, 2.36)  0.271
H (5.32, -4.31, 1.61)  0.414
H (4.96, -2.57, 1.65)  0.413
H (3.94, -3.67, -1.73)  0.165
H (6.03, -2.29, -1.60)  0.293
H (6.41, -4.02, -1.58)  0.312
H (6.36, -3.12, -0.07)  0.324
C (-2.49, -5.97, 1.09)  -0.989
C (-3.30, -7.21, 1.40)  0.562
O (-3.14, -7.84, 2.42)  -0.643
N (-4.24, -7.59, 0.48)  -0.165
C (-4.57, -6.95, -0.77)  -0.708
H (-1.80, -5.80, 1.91)  0.335
H (-1.92, -6.10, 0.17)  0.326
H (-3.13, -5.09, 0.98)  0.307
H (-4.74, -8.42, 0.75)  0.221
H (-5.62, -6.64, -0.79)  0.281
H (-4.41, -7.64, -1.61)  0.281
H (-3.95, -6.08, -0.92)  0.221

Strongest force on any atom   0.74 eV/A
2S+1   1
Charge   +1
Frontier orbital gap   6.819 eV
HOMO level   -0.393 Ha


Q: What is the strongest force on any atom in the third record?
A: 2.88 eV/A